C35H33BF8O2 | wB97M-V/def2-TZVPD

Properties
LUMO energy ... -1.1060 eV
HOMO ... -6.7 eV
HOMO-LUMO gap ... 5.583 eV
Electronic energy ... -2327.7833 a.u.
Relative energy (zero: lowest compared OMol25 entry of this formula, charge and spin) ... 7.5 kcal per mole

```
79
Properties=species:S:1:pos:R:3:forces:R:3:mulliken_charge:R:1
F -5.24233 0.69740 1.36901 1.1 -0.4 0.1 -0.34
C -3.95758 0.20555 1.44369 -0.7 0.2 0.0 0.43
C -3.78152 -1.16050 1.64127 -0.3 0.4 -0.3 -0.67
C -2.48940 -1.62637 1.77085 1.0 0.5 0.8 -0.30
C -1.36590 -0.73161 1.79522 -1.1 -0.2 -0.1 0.51
C -0.13398 -1.21032 2.37311 0.3 0.9 1.4 -1.02
C 1.16396 -0.65019 2.13291 1.3 -0.1 0.2 0.59
C 2.20533 -1.58821 1.90309 -0.7 0.5 -0.1 -0.39
C 3.48610 -1.15827 1.62042 0.0 0.8 0.1 -0.77
C 3.70184 0.22417 1.63778 0.8 -0.2 -0.2 0.46
F 4.97158 0.66024 1.35215 -0.6 -0.1 0.1 -0.35
C 2.73887 1.17514 1.96325 0.1 -0.3 -0.1 -1.17
C 1.46200 0.72669 2.26642 0.0 -0.6 -0.3 -0.09
C -1.59381 0.61456 1.40078 -0.3 -0.5 0.4 -0.37
C -2.89729 1.09725 1.29513 0.2 -0.3 -0.2 -0.85
H -4.63707 -1.83298 1.70860 0.2 0.3 -0.1 0.43
H -2.31528 -2.67815 2.01321 -0.1 0.3 -0.2 0.44
H -0.11652 -2.24380 2.69757 -0.1 -0.1 -0.2 0.56
H 1.95383 -2.65630 1.92487 0.2 0.5 -0.1 0.38
H 4.27474 -1.86591 1.37126 0.0 0.4 0.1 0.45
H 2.97514 2.23810 1.96366 0.1 -0.3 0.1 0.43
H 0.70298 1.40590 2.67117 0.4 -0.2 -0.4 0.52
H -0.74368 1.27500 1.25388 -0.3 0.0 0.1 0.61
H -3.08690 2.15371 1.11435 0.0 -0.3 -0.1 0.44
C 0.85678 -0.96417 10.81439 0.1 0.3 0.2 -1.82
C -0.49314 -0.71954 10.18243 0.2 0.8 -0.3 1.25
C -1.65289 -1.29170 11.04092 0.3 0.2 -0.1 -1.59
C -0.74617 0.79239 9.60506 0.5 -0.7 0.5 1.72
C -1.53637 1.68762 10.53331 0.0 -0.2 0.0 -1.84
C 0.52691 1.48561 9.12216 0.1 -0.1 0.1 -1.83
O -1.61974 0.53336 8.47227 -0.1 -0.8 0.6 -0.73
B -1.67075 -0.84381 8.43239 1.3 0.3 -1.2 1.63
C -2.86267 -1.63238 7.90298 0.1 -0.1 -1.3 -0.21
C -2.74826 -3.02274 7.79078 -0.5 0.4 0.0 -0.51
C -3.86107 -3.76020 7.44254 -0.1 -0.4 -0.1 0.05
C -3.77910 -5.26976 7.47693 0.2 -0.6 0.1 0.71
F -4.58177 -5.76377 8.46933 0.6 0.2 -0.8 -0.26
F -4.17146 -5.85105 6.30866 0.2 0.4 0.8 -0.26
F -2.50662 -5.71776 7.73431 -1.2 0.4 -0.3 -0.28
C -5.07327 -3.13050 7.14832 0.0 0.2 0.1 -0.96
C -5.10509 -1.73705 7.09230 -0.6 -0.1 -0.2 -0.01
C -6.36410 -0.96038 6.77297 -0.5 0.2 -0.2 0.73
F -6.21886 -0.17184 5.66113 -0.1 -0.7 1.0 -0.24
F -7.44506 -1.76355 6.56394 0.8 0.7 0.2 -0.29
F -6.67063 -0.11880 7.81149 0.1 -0.6 -0.9 -0.27
C -3.99200 -0.98112 7.41052 0.3 -0.4 0.3 -0.57
C -0.01167 -0.56668 4.76761 -3.0 -0.5 -0.8 -0.17
C -1.38104 -1.31593 4.87972 -0.6 0.0 0.4 0.66
C 1.11489 -1.13174 5.42491 1.2 -0.5 1.9 1.30
C 2.24992 -0.30595 5.75440 -0.3 -0.9 -0.9 -0.64
C 3.47295 -0.89210 6.08367 -0.6 -0.5 0.0 -0.92
C 3.53094 -2.28052 6.30822 -0.1 0.4 0.3 -0.55
C 2.35009 -3.02865 6.37766 -0.3 0.0 -0.2 -0.76
C 1.13644 -2.46986 5.97610 0.6 0.9 -0.9 -0.37
O -0.54340 -1.48836 8.95571 -1.1 0.5 0.1 -0.76
H 0.93626 -0.41515 11.75994 0.1 -0.1 -0.1 0.33
H 0.95641 -2.03218 11.01828 0.0 0.1 0.1 0.49
H 1.68271 -0.66846 10.15625 -0.3 0.0 0.1 0.38
H -1.67062 -0.93211 12.07138 0.1 0.1 -0.1 0.39
H -2.64064 -1.10889 10.59011 0.3 0.1 0.1 0.20
H -1.51836 -2.37777 11.03589 0.0 0.1 0.1 0.45
H -1.01911 1.85520 11.48186 -0.1 0.0 -0.1 0.32
H -1.68688 2.63792 10.02402 0.0 0.1 0.1 0.46
H -2.51744 1.23704 10.69894 0.1 0.1 0.2 0.35
H 1.17126 1.74826 9.96620 -0.1 -0.1 0.0 0.36
H 1.11086 0.88576 8.41679 -0.2 -0.1 0.1 0.22
H 0.27490 2.42385 8.62588 -0.2 -0.1 0.0 0.50
H -1.78547 -3.49884 7.92013 -0.1 0.0 0.4 0.83
H -5.97477 -3.71273 6.97987 0.1 0.1 -0.1 0.55
H -3.98473 0.09358 7.24575 -0.1 -0.1 0.4 0.54
H -0.05834 0.56073 4.87379 0.0 -1.3 -0.8 0.41
H -2.14829 -0.60422 5.25811 0.4 -0.4 -0.2 -0.04
H -1.84840 -1.74368 3.91927 0.9 0.7 1.6 -0.62
H -1.36922 -2.15905 5.63062 0.0 1.0 -0.9 -0.58
H 2.14273 0.77809 5.69511 0.1 -0.2 -0.4 0.55
H 4.36991 -0.28310 6.14012 -0.1 -0.1 0.2 0.49
H 4.48364 -2.75800 6.52279 -0.1 0.1 0.0 0.42
H 2.37218 -4.07472 6.70574 0.0 0.5 -0.1 0.42
H 0.20534 -3.02723 6.05695 0.4 -0.1 -0.2 0.40
```
Positions in Å, forces in eV/Å.

CH3N2O | wB97M-V/def2-TZVPD

Properties
LUMO energy ... 5.1796 eV
HOMO ... -1.7 eV
HOMO-LUMO gap ... 6.923 eV
Electronic energy ... -224.5161 a.u.
Charge ... -1
Relative energy (zero: lowest compared OMol25 entry of this formula, charge and spin) ... 44.7 kcal per mole

```
7
Properties=species:S:1:pos:R:3:forces:R:3:mulliken_charge:R:1
C -0.01794 -0.14166 0.39620 1.1 3.3 1.8 -0.43
N 0.57196 1.04730 -0.18072 -1.2 0.5 2.0 -0.54
N 1.59359 0.28080 0.56092 -1.3 -0.3 -0.1 -0.11
O 2.35736 -0.44657 -0.19478 0.3 -0.3 -0.5 -0.70
H -0.75123 0.06687 1.17441 0.1 0.0 0.2 0.20
H -0.17742 -1.02001 -0.08499 0.1 -2.4 -1.8 0.36
H 0.60517 1.09094 -1.16233 0.8 -0.7 -1.6 0.23
```
Positions in Å, forces in eV/Å.

C28H48BBr6O22S4 | wB97M-V/def2-TZVPD

Properties
⟨S²⟩ ... 0.77
LUMO energy (spin up / spin down) ... 3.0440 / 3.0440 eV
Spin multiplicity ... 2
HOMO (spin up / spin down) ... -1.2 / -3.6 eV
HOMO-LUMO gap (spin up / spin down) ... 4.214 / 6.597 eV
Electronic energy ... -19812.8772 a.u.
Charge ... -2

```
109
Properties=species:S:1:pos:R:3:forces:R:3:mulliken_charge:R:1
O 0.24200 0.62357 -3.40129 -0.3 0.1 2.8 -0.63
C 0.18295 0.62706 -2.16827 1.5 -1.8 -4.4 0.40
O -0.69814 1.20321 -1.44684 -2.1 1.9 0.9 -0.65
B -0.52890 0.91075 -0.03557 0.0 -0.2 0.1 1.16
O 0.74742 0.14524 -0.03840 -2.6 1.7 5.2 -0.63
C 1.07462 -0.16480 -1.19383 3.0 -1.6 -3.2 0.98
O 1.99654 -0.92314 -1.39343 -0.4 0.0 -1.2 -0.62
O -1.69235 0.09356 0.44794 0.8 -0.5 -1.2 -0.10
C -2.21074 0.61737 1.49993 -0.8 -1.0 1.8 1.03
O -3.08885 0.13084 2.18293 0.3 0.5 -0.5 -0.59
C -1.44705 1.86883 1.85099 0.2 1.8 0.0 -0.24
O -0.56175 2.10009 0.84385 -0.3 -0.6 0.9 -0.53
O -1.67230 2.57863 2.80433 0.6 -0.6 -1.0 -0.48
Br -2.87487 -2.06694 -2.15910 0.2 0.9 -0.8 -0.10
C -3.12109 -0.93056 -3.81536 -0.1 -0.2 0.4 -0.76
C -3.63641 0.47906 -3.59949 -1.0 -0.1 0.2 -0.35
Br -5.39437 0.33330 -2.73024 -0.1 0.2 0.4 -0.19
H -3.89565 -1.51238 -4.31505 0.3 0.2 -0.2 0.49
H -2.18297 -0.92406 -4.37032 0.0 -0.1 0.3 0.34
H -3.97891 0.92330 -4.53407 0.6 -0.2 -0.3 0.42
H -3.06068 1.23526 -3.06581 0.3 -0.6 0.1 0.15
Br 0.41331 -0.32748 3.85387 -0.1 0.0 0.3 -0.11
C -0.40649 -1.05013 5.50499 2.0 -0.8 -0.3 -0.66
C -1.86902 -1.01620 5.34490 -0.5 0.9 0.4 0.02
Br -2.65992 -1.91496 6.94895 0.1 0.3 -1.0 -0.20
H 0.03219 -0.52416 6.35294 -0.5 0.4 -0.2 0.44
H 0.05118 -2.03719 5.57088 -0.5 -0.2 -0.2 0.38
H -2.21056 -1.37915 4.37551 -0.2 -0.7 0.5 0.00
H -2.15096 0.03626 5.37552 -0.5 -0.1 0.2 0.12
Br -4.65872 -2.86565 2.75211 -0.2 -0.1 0.4 -0.19
C -3.54400 -3.41267 1.24856 -0.4 0.3 0.7 -0.47
C -2.05914 -3.15569 1.54674 -1.2 -0.3 -0.7 1.02
Br -1.32117 -4.20731 3.04677 -0.3 0.5 -0.7 -0.12
H -3.93977 -2.73873 0.48876 0.6 -0.1 -0.2 0.03
H -3.89077 -4.42206 1.02723 0.6 0.0 0.0 0.51
H -1.97426 -2.08443 1.72920 0.4 -0.3 0.3 -0.62
H -1.53688 -3.43899 0.63291 0.4 0.1 0.3 -0.17
O 7.03094 -3.60880 -2.78786 -2.3 0.2 1.8 -0.65
S 5.81634 -3.54690 -1.93819 0.6 -0.6 -0.1 1.04
O 5.48322 -4.69948 -1.04835 1.3 2.9 -1.3 -0.57
O 5.79781 -2.08483 -1.09608 -0.5 -4.4 0.5 -0.25
C 6.30808 -0.92259 -1.66215 0.1 0.9 -1.2 0.03
C 6.04176 0.19677 -0.69450 0.5 -0.5 -0.3 -1.11
C 4.30411 -3.32285 -2.86792 0.9 0.3 0.5 -0.48
H 5.77727 -0.72507 -2.59346 0.1 0.1 -0.2 0.14
H 7.37782 -1.01552 -1.84954 0.0 -0.1 -0.1 0.32
H 6.22792 1.07497 -1.31273 -0.3 0.4 0.6 0.36
H 6.76540 0.07521 0.11151 -0.1 0.4 0.2 0.40
H 5.02192 0.12751 -0.31605 0.1 0.3 -0.2 0.11
H 4.16483 -4.18773 -3.51652 0.0 0.1 0.1 0.48
H 4.36777 -2.38244 -3.41535 -0.2 -0.1 0.0 0.15
H 3.60714 -3.26390 -2.03195 -0.4 0.1 -0.5 -0.01
O -1.69572 7.21188 -0.34302 0.1 -0.9 1.8 -0.66
S -1.34488 6.44896 0.85287 0.3 -0.4 -0.7 1.17
O -0.85739 7.14006 2.05296 -1.1 -1.4 -1.9 -0.63
O -2.61783 5.47789 1.30825 3.0 3.0 2.3 0.00
C -3.26761 4.75489 0.38342 -1.9 -0.9 -3.8 -0.07
C -4.35758 3.95782 0.97933 0.1 -1.2 1.6 -0.98
C -0.13443 5.16692 0.33953 0.4 0.6 0.9 -0.82
H -2.62323 4.08252 -0.18294 0.4 -0.1 0.0 0.10
H -3.78404 5.36019 -0.36158 0.5 0.7 -0.2 0.32
H -4.97796 4.54375 1.65751 -0.1 0.1 -0.3 0.34
H -3.84579 3.22411 1.60207 -0.5 -0.3 0.3 -0.13
H -4.94147 3.42554 0.22843 0.0 0.2 -0.1 0.44
H 0.77467 5.68294 0.03067 -0.3 0.3 -0.3 0.54
H -0.45104 4.46309 -0.43019 -0.4 0.4 0.1 0.17
H 0.18447 4.61504 1.22374 -0.5 -0.1 0.1 0.21
O -4.51740 6.87332 3.62723 0.7 -2.7 2.2 -0.61
S -4.07476 5.89213 4.65418 1.5 1.7 -3.2 1.16
O -4.57980 6.02173 5.98944 0.1 -0.3 -0.1 -0.64
O -4.32994 4.37902 4.07760 -0.3 1.4 0.4 -0.11
C -4.14980 3.35260 5.05883 0.2 -1.8 1.0 -0.33
C -4.71950 1.99134 4.62380 -1.0 0.3 -0.7 -1.06
C -2.18785 5.97706 4.70154 -0.6 0.0 0.7 -0.88
H -4.64141 3.65584 5.98320 0.3 0.1 0.0 0.46
H -3.08639 3.16863 5.21188 0.2 0.5 0.1 0.25
H -4.43727 1.78037 3.59232 -0.1 -0.1 0.0 0.02
H -5.79954 1.93598 4.76001 -0.4 0.7 -0.6 0.42
H -4.51550 1.08746 5.19780 1.2 0.4 0.4 0.37
H -1.57835 5.65824 3.85599 -1.0 -0.3 -0.4 0.14
H -1.84670 5.41161 5.56870 -0.3 0.0 0.1 0.41
H -1.91920 7.02228 4.85467 -0.4 0.1 0.1 0.38
O 3.41652 -7.94376 0.53992 -0.4 0.4 0.3 -0.60
S 2.10463 -7.97549 -0.03459 -0.3 0.8 -2.1 1.13
O 1.21382 -9.04348 0.33539 -0.1 1.3 0.1 -0.61
O 1.36803 -6.47076 0.02565 0.3 -3.6 0.5 -0.35
C 2.19990 -5.32134 0.04248 1.1 0.5 1.0 0.00
C 1.38509 -4.26870 -0.60570 -1.0 0.4 0.0 -0.69
C 2.33035 -8.02257 -1.85899 0.5 -0.4 0.3 -0.96
H 3.21327 -5.48597 -0.32367 -0.2 -0.2 -0.7 0.32
H 2.39937 -5.03933 1.07630 -0.3 -0.1 0.3 0.21
H 0.38646 -4.35094 -0.17667 -0.1 0.1 0.3 0.12
H 1.17165 -4.45699 -1.65788 0.6 0.3 -0.2 0.26
H 1.74296 -3.27289 -0.34413 0.1 0.1 -0.6 0.18
H 2.33478 -9.04490 -2.23704 -0.2 -0.2 0.5 0.40
H 3.35187 -7.68246 -2.02904 -0.2 0.5 0.0 0.31
H 1.59354 -7.46898 -2.44101 0.0 0.2 0.5 0.30
C 2.65153 0.04730 -6.23882 1.2 -0.5 -0.3 -0.59
C 3.11229 0.14771 -4.97015 0.7 0.4 0.2 0.40
C 4.09193 1.16524 -4.52165 -3.1 -0.5 -3.6 0.15
O 4.17108 1.40248 -3.31622 1.6 0.7 1.3 -0.71
C 4.57011 1.93314 -5.70581 1.2 -0.4 1.9 -0.58
C 4.18198 1.79649 -7.01065 -0.4 -0.5 0.6 -0.54
C 3.14169 0.86213 -7.36646 0.2 0.0 2.7 0.23
O 2.68721 0.73005 -8.49054 -0.7 -0.2 -2.4 -0.75
H 2.13974 -0.86569 -6.50515 -0.8 0.2 -0.2 0.32
H 2.75525 -0.50874 -4.19041 -0.2 -0.2 0.1 0.44
H 5.42837 2.51219 -5.39844 0.2 0.8 -0.4 0.29
H 4.61391 2.33907 -7.83856 0.2 0.3 0.1 0.35
```
Positions in Å, forces in eV/Å.

C3H6NO3SSe2TcTe2 | wB97M-V/def2-TZVPD

Properties
⟨S²⟩ ... 3.78
LUMO energy (spin up / spin down) ... -4.2893 / -6.2150 eV
Spin multiplicity ... 4
HOMO (spin up / spin down) ... -11.2 / -11.5 eV
HOMO-LUMO gap (spin up / spin down) ... 6.925 / 5.333 eV
Electronic energy ... -6216.0417 a.u.
Charge ... +1

```
19
Properties=species:S:1:pos:R:3:forces:R:3:mulliken_charge:R:1
Tc -0.22390 0.39403 -0.61218 -1.1 0.1 -1.8 0.49
Se -0.20109 -0.77668 -2.71418 -0.1 0.1 0.1 -0.12
Te -2.46796 -0.95595 -3.81034 -0.2 1.1 0.3 0.16
Te -3.26927 1.57005 -3.22539 0.4 -1.1 0.1 0.23
Se -2.19226 1.73984 -0.93308 -0.2 0.1 -0.2 -0.11
C -1.95291 -3.07250 1.70353 -0.3 -0.9 0.6 -0.93
C -1.47558 -1.95804 0.96741 0.5 1.9 -1.5 0.39
N -1.12510 -1.06689 0.31758 -0.9 -2.1 1.7 -0.16
H -1.71481 -2.96170 2.76245 0.0 0.0 0.0 0.31
H -1.48546 -3.98318 1.32228 0.0 0.0 0.0 0.30
H -3.03619 -3.15620 1.59982 0.0 0.0 -0.1 0.31
C 3.22470 2.21958 0.58634 -0.5 -0.2 -0.2 -0.99
S 1.70937 1.42029 0.13307 1.5 0.7 0.6 1.88
O 0.62939 1.58627 1.11545 -0.2 0.3 0.8 -0.63
O 1.87415 -0.03208 -0.07815 0.7 -0.5 0.1 -0.61
O 1.16288 1.93033 -1.14517 0.4 0.7 -0.7 -0.62
H 3.65352 1.68182 1.42324 0.0 -0.2 0.1 0.37
H 3.00956 3.24564 0.86374 -0.1 0.1 0.0 0.37
H 3.88095 2.17536 -0.27643 0.0 0.0 -0.1 0.36
```
Positions in Å, forces in eV/Å.

C7H5BrFN3 | wB97M-V/def2-TZVPD

Properties
⟨S²⟩ ... 2.02
LUMO energy (spin up / spin down) ... 0.3777 / -3.9058 eV
Spin multiplicity ... 3
HOMO (spin up / spin down) ... -7.0 / -9.6 eV
HOMO-LUMO gap (spin up / spin down) ... 7.390 / 5.650 eV
Electronic energy ... -3107.7215 a.u.
Relative energy (zero: lowest compared OMol25 entry of this formula, charge and spin) ... 0.0 kcal per mole

```
17
Properties=species:S:1:pos:R:3:forces:R:3:mulliken_charge:R:1
C -1.28971 -0.25046 2.10850 0.0 -0.2 0.5 -0.40
C -1.16584 1.04146 1.51070 -0.1 0.4 0.7 -0.45
C -0.55785 -1.36073 1.72661 -0.4 1.7 -0.2 -0.75
C -0.32563 1.25664 0.43739 -0.7 0.3 -0.2 -0.53
C 0.20765 -1.13477 0.61986 2.0 0.7 -2.6 0.59
C 0.31464 0.10683 -0.04509 0.7 0.2 -1.2 0.57
C 1.35494 0.57199 -2.27033 1.0 -2.6 0.5 -0.26
N 1.06425 -1.98379 -0.03944 0.7 -1.3 0.7 -0.43
N 1.69777 -1.44716 -1.00164 -1.2 0.8 -0.3 -0.58
N 1.21678 -0.13977 -1.14060 -1.5 0.0 2.7 0.54
F 2.15531 0.02728 -3.13973 1.0 -0.8 -1.2 -0.23
Br -1.49224 0.23954 -3.48146 -0.3 -0.1 -0.1 0.02
H -1.91327 -0.51047 2.93852 -0.6 0.9 0.5 0.34
H -1.59270 2.01083 1.89664 -0.1 -1.7 0.0 0.28
H -0.50405 -2.27384 2.27051 -0.3 -0.5 0.2 0.46
H -0.35027 2.31313 0.09734 0.7 -1.1 -0.4 0.30
H 1.18023 1.53328 -2.48779 -1.1 3.4 0.2 0.50
```
Positions in Å, forces in eV/Å.

C3H5NS | wB97M-V/def2-TZVPD

Properties
LUMO energy ... -0.3936 eV
HOMO ... -8.6 eV
HOMO-LUMO gap ... 8.161 eV
Electronic energy ... -570.1895 a.u.
Relative energy (zero: lowest compared OMol25 entry of this formula, charge and spin) ... 28.3 kcal per mole

```
10
Properties=species:S:1:pos:R:3:forces:R:3:mulliken_charge:R:1
C -0.11514 0.18775 -0.05854 -2.5 -1.6 0.7 0.27
C 1.01798 -0.71015 0.12563 -2.0 -3.1 2.4 -0.20
C 2.28215 -0.40244 -0.08522 -0.8 -0.4 -1.2 -0.75
H -0.50938 2.14774 0.12280 1.1 -0.8 -0.1 0.28
H 1.05514 1.42127 0.75732 -2.0 1.3 -2.2 0.29
H 0.59062 -1.63318 0.71947 1.5 1.2 -1.9 0.23
H 2.97946 -1.18462 -0.26143 1.0 -0.3 0.8 0.31
H 2.43866 0.56412 -0.49471 0.7 0.6 -0.5 0.36
N 0.25392 1.44755 -0.00559 1.5 2.6 2.5 -0.48
S -1.71512 -0.36870 -0.04347 1.6 0.5 -0.5 -0.29
```
Positions in Å, forces in eV/Å.

Look up the electronic energy of the second one.
-224.5161 a.u.

electronic energy of number 1 (C35H33BF8O2)?
-2327.7833 a.u.

Which formula does entry 3 have?
C28H48BBr6O22S4